Record 1
{"formula": "C31H52LaP2", "method": "ωB97M-V/def2-TZVPD", "total_energy_ev": -52419.3190, "total_charge": 1, "e_homo_ev": [-10.0, -9.0], "species": ["C", "C", "C", "H", "H", "H", "H", "C", "La", "C", "H", "H", "C", "C", "C", "H", "H", "H", "H", "C", "H", "H", "H", "H", "H", "H", "C", "H", "H", "H", "H", "H", "H", "H", "P", "H", "C", "H", "C", "C", "H", "C", "C", "C", "H", "C", "C", "C", "H", "H", "P", "H", "H", "C", "C", "H", "H", "C", "H", "H", "C", "H", "H", "C", "C", "H", "C", "H", "C", "H", "H", "C", "C", "H", "H", "H", "C", "H", "H", "H", "H", "C", "H", "H", "H", "H"], "xyz": [[3.5848, -0.1239, -1.2384], [2.6272, -0.7260, 2.6702], [2.2179, -3.0129, 1.1115], [-2.6529, 2.8250, 1.6278], [3.7523, 1.6212, 0.9442], [2.4718, 0.6254, -4.3785], [-1.8923, -4.7066, -2.2799], [-3.0841, -3.0659, -3.0761], [-0.2187, -0.5738, -1.1153], [-2.2465, -3.7159, -1.9403], [1.5069, -3.7265, 0.6751], [-3.0428, 1.2688, -1.9909], [-2.6338, -1.6953, -3.5343], [-1.0486, -2.9162, -1.4225], [2.3970, 0.7844, -1.3286], [-3.9225, -1.2099, -0.2428], [-0.6474, 2.2648, 2.0445], [0.5345, 3.7765, 0.8144], [-3.1185, -1.4395, 1.3170], [0.5587, 1.9306, -2.1430], [-1.3029, -0.5478, -4.7493], [2.3760, 4.1827, 5.6559], [2.7195, -3.4477, 1.9898], [-0.6200, 0.2867, 4.7789], [-2.9152, -3.9412, -1.0916], [1.1267, -2.7954, -1.7588], [-3.0776, 1.8164, 1.7679], [-0.9554, -2.9782, -0.3079], [-3.3206, -0.8688, -3.2969], [3.9027, -0.2841, -0.2000], [4.4542, 0.2906, -1.7792], [-4.5611, -0.3922, 1.2415], [-1.3069, -3.4648, -5.2146], [-4.1312, -2.9865, -2.7398], [1.3213, -1.4696, 1.5825], [1.5256, 3.7544, 3.3389], [1.7317, 3.3294, 5.4663], [2.3403, 2.4127, 1.6578], [-1.5465, -1.5226, -4.2961], [0.1042, 1.6839, 2.5612], [2.9173, -1.4426, 3.4568], [0.0591, 1.1114, 5.0048], [0.8939, 2.4675, -0.8581], [0.1484, -3.3931, -3.6246], [1.2070, -3.4321, -3.9321], [1.2675, 3.0931, 4.1771], [0.1103, -2.7688, -2.2275], [-0.6821, -2.6908, -4.7342], [-0.0081, 3.2214, -3.7710], [-0.1610, -4.4491, -3.5394], [-2.5535, 0.7156, 0.3573], [-4.1795, 1.8992, 1.8408], [-4.5095, 1.3896, -0.9785], [2.9115, 2.2969, 0.7270], [1.3613, 2.4724, 6.5244], [0.5504, 4.6034, -0.7549], [-0.5016, -2.7990, 2.5070], [0.2606, 3.6665, -0.2421], [-3.1028, -3.7721, -3.9269], [3.4985, -0.4578, 2.0625], [0.2298, -2.1004, 2.9301], [-0.9521, 1.7301, -3.7171], [-3.2266, 2.6599, -0.9180], [-0.4665, 2.4904, -3.0862], [1.6533, 0.2086, -3.7767], [1.8677, -0.8585, -3.6514], [-3.4303, 1.5874, -1.0137], [-0.8429, 3.6203, -0.2774], [1.5268, 0.9226, -2.4653], [0.8210, -2.5920, 3.7188], [0.2275, 0.7106, 7.0851], [2.0576, 1.8085, -0.3861], [0.4383, 1.9492, 3.9047], [-2.6616, 1.4123, 2.7042], [3.4014, -1.1288, -1.6557], [0.5721, 0.8702, 2.0117], [0.5298, 1.3779, 6.2781], [0.7394, 0.2799, -4.3764], [1.7134, 2.6783, 7.5286], [2.2567, 0.1861, 3.1501], [2.9576, -2.7687, 0.3367], [-3.6625, -0.7150, 0.7014], [0.0076, -2.3376, -5.5183], [-1.2737, 3.0032, -2.5520], [3.3422, 3.2887, 0.4923], [-0.3215, -1.2574, 3.3636]], "forces_ev_per_a": [[0.458, -0.226, -0.100], [-0.100, 0.319, -0.325], [-0.142, 0.095, -0.169], [-0.202, -0.365, 0.048], [-0.256, 0.217, -0.119], [-0.132, -0.051, 0.044], [-0.085, 0.338, 0.066], [-0.416, -0.089, -0.013], [1.487, 2.813, 0.866], [0.155, -0.143, 0.562], [0.186, 0.029, 0.160], [-0.168, 0.053, 0.141], [-0.200, -0.014, 0.056], [-0.656, -1.418, 0.270], [-0.559, 0.445, -0.408], [-0.052, 0.050, 0.206], [0.355, 0.082, -0.079], [0.008, -0.013, -0.255], [-0.162, 0.052, -0.019], [0.491, -0.428, 0.116], [-0.243, -0.370, 0.438], [-0.103, -0.108, 0.028], [-0.181, 0.061, -0.354], [0.259, 0.141, 0.351], [0.265, 0.193, -0.273], [-0.580, 0.166, 0.046], [0.431, 0.047, -0.004], [0.156, 0.012, -0.592], [0.461, -0.159, -0.214], [-0.068, 0.110, -0.191], [-0.254, -0.176, 0.162], [0.120, -0.136, -0.261], [0.073, 0.418, 0.113], [0.371, -0.037, -0.128], [0.570, -0.767, 0.873], [-0.020, -0.275, 0.482], [-0.365, -0.434, 0.357], [0.176, 0.013, -0.133], [0.086, 0.013, -0.261], [-0.925, -0.655, -1.664], [-0.137, 0.178, -0.408], [0.431, 0.840, -1.642], [0.110, -0.723, -0.569], [0.475, 0.006, 0.443], [-0.418, 0.060, 0.010], [-0.742, -0.972, -0.076], [0.516, -1.369, -0.532], [0.152, 0.061, -0.411], [-0.187, -0.156, 0.137], [0.019, 0.312, -0.079], [-1.438, 0.630, 0.645], [0.565, -0.178, -0.180], [0.238, 0.181, 0.014], [0.287, 0.043, 0.681], [0.033, 0.224, -0.743], [-0.074, -0.376, 0.157], [0.118, 0.008, 0.176], [-0.385, 0.565, 0.214], [0.036, 0.458, 0.198], [-0.109, -0.093, 0.194], [-0.183, 0.042, -0.236], [0.175, 0.083, 0.085], [-0.135, -0.176, -0.050], [-0.165, 0.193, -0.200], [0.155, -0.157, -0.250], [0.053, 0.020, -0.057], [0.114, -0.208, -0.149], [0.329, 0.033, -0.036], [-0.131, 0.313, 0.746], [-0.235, 0.118, -0.310], [0.127, 0.268, -0.067], [-0.676, -0.608, -0.924], [1.171, 0.943, 3.001], [-0.280, 0.148, -0.253], [-0.016, 0.323, -0.019], [-0.249, 0.218, 0.041], [-0.023, 0.035, 0.324], [0.156, 0.064, 0.074], [-0.008, -0.068, -0.088], [0.117, -0.177, -0.045], [-0.069, -0.098, 0.258], [0.176, -0.125, -0.087], [-0.268, -0.104, 0.294], [0.167, 0.014, -0.056], [-0.173, -0.407, 0.015], [0.144, -0.195, -0.059]]}

Record 2
{"formula": "C22H41ClN3O14P2S", "method": "ωB97M-V/def2-TZVPD", "total_energy_ev": -98541.3689, "s_squared": 0.7610, "total_charge": 0, "multiplicity": 2, "e_homo_ev": [-8.3, -8.3], "species": ["H", "C", "H", "H", "O", "O", "H", "C", "C", "C", "O", "C", "H", "O", "C", "P", "H", "C", "O", "H", "C", "O", "H", "O", "H", "O", "H", "H", "H", "C", "H", "Cl", "O", "H", "H", "C", "H", "H", "H", "H", "C", "C", "H", "H", "H", "H", "H", "H", "H", "C", "H", "C", "O", "O", "C", "C", "H", "H", "C", "N", "H", "H", "H", "C", "P", "S", "N", "C", "O", "H", "N", "H", "H", "C", "H", "H", "H", "O", "H", "O", "H", "C", "C", "H"], "xyz": [[-2.3427, 0.2246, 6.7339], [0.9021, 1.9635, 16.2788], [1.7135, -5.4553, 5.1349], [-6.3279, 0.8786, 5.0208], [-0.9211, -0.0458, 9.2368], [-1.1252, -6.8294, 7.8069], [1.4719, 2.8006, 15.8756], [-5.3455, 1.2579, 5.3022], [1.9837, -1.8572, 4.7381], [1.2145, -2.2990, 5.7982], [-0.1104, 4.1108, 14.1586], [0.7836, -5.6160, 4.5894], [-2.1290, -5.5509, 9.2310], [-0.2007, -6.0601, 5.4806], [-3.0363, -3.1623, 4.3595], [0.2479, -6.4429, 7.0132], [0.8451, -6.1792, 3.6582], [1.0503, -1.0103, 4.0603], [0.6742, -4.9822, 7.6292], [1.0437, 0.6069, 6.5900], [0.2805, 1.4794, 11.8623], [1.3197, -7.4902, 7.1146], [-2.0968, -2.6782, 4.1372], [0.5698, 1.7295, 13.2522], [0.3909, -4.4484, 9.6055], [-0.4271, -1.8661, 10.6497], [1.3581, -0.4400, 3.1964], [2.9784, -2.2061, 4.5029], [-3.9767, 1.0855, 8.4379], [-4.2780, 0.2016, 5.7482], [-0.7950, -0.0869, 4.6361], [-1.3807, -1.2985, 9.7679], [-2.5779, -1.1787, 10.5729], [0.6463, 2.1563, 17.3207], [1.5167, 1.0670, 16.3592], [-5.0251, -4.0495, 4.0657], [-2.8024, 0.7712, 12.6387], [2.0564, -4.3217, 8.9043], [-5.6710, -3.7555, 6.0808], [-1.5068, -4.7982, 7.8310], [2.7851, 1.5746, 6.0976], [3.5523, 2.5293, 6.7780], [1.1084, 1.8225, 8.8038], [-3.4046, 1.1292, 14.2882], [-3.7336, -3.9216, 2.3763], [1.4433, -5.8530, 9.3826], [-2.9112, -5.6826, 7.5598], [-4.5492, -0.4735, 6.5599], [0.5466, -4.5980, 4.2803], [-2.0020, -5.7117, 8.1604], [-4.9472, 1.9061, 4.5217], [-3.8878, -3.7152, 3.4251], [-1.6956, -2.0810, 8.5751], [-5.5878, 3.6314, 6.7276], [-3.8185, 1.7120, 7.5600], [-0.0303, -0.8204, 4.8446], [1.1291, 1.6506, 11.2000], [-5.9564, -4.4719, 3.7184], [1.8874, 1.9174, 8.0618], [0.0187, -1.6716, 5.8739], [-3.9270, -0.4111, 4.9179], [-0.1128, 0.4750, 11.7054], [3.3496, 3.4924, 8.7501], [2.9681, 2.7809, 8.0327], [-0.4511, 2.6434, 14.1024], [-5.4927, 2.1726, 6.9075], [-4.9340, -3.6906, 5.3933], [-3.1316, 0.9108, 6.4257], [-6.5215, 1.5870, 7.7442], [4.4758, 2.9740, 6.4377], [1.7061, 1.3180, 6.8652], [-0.4741, 2.1945, 11.5348], [3.0035, 1.1106, 5.1471], [1.1345, -4.9014, 8.9498], [-3.3755, -2.9985, 6.5780], [-2.6546, 1.6819, 5.8208], [1.5102, -2.9652, 6.5951], [-1.9124, 2.2933, 13.4937], [-0.6279, -1.7468, 6.6461], [-0.3007, 1.8848, 15.5245], [-1.9923, 0.2905, 14.1422], [-2.5276, 1.0975, 13.6418], [-3.6800, -3.2222, 5.5663], [-3.3859, 2.6598, 7.8805]], "forces_ev_per_a": [[-0.238, -0.011, 0.460], [0.321, 0.947, 0.541], [0.445, -0.654, -0.447], [0.128, -0.053, 0.203], [0.624, 1.450, 0.133], [0.781, 0.944, -0.668], [0.335, -0.092, 0.319], [0.725, -0.561, 1.658], [-2.098, -0.576, 0.534], [1.723, -0.952, 1.563], [-0.915, -2.777, -0.421], [0.745, 1.696, -0.244], [-0.176, -0.844, -0.048], [-0.672, -0.844, 2.481], [1.215, 0.674, 0.833], [0.651, -0.915, 0.031], [0.147, -0.571, 0.501], [2.876, 1.123, -0.814], [-0.801, -1.452, -1.830], [-0.487, -0.266, 0.322], [-0.730, 0.502, -0.179], [-1.940, 1.814, -0.120], [0.178, -0.347, 0.288], [-0.255, 0.101, -0.512], [0.028, 0.211, -0.151], [1.708, -0.795, -0.376], [-0.543, 0.088, -0.189], [-0.213, 0.074, -0.230], [-0.192, 0.029, 0.007], [0.126, -0.151, -0.791], [-0.427, -0.399, 0.295], [-2.515, -0.377, 0.268], [-0.022, 0.740, -0.892], [-0.263, 0.372, -0.099], [-0.324, -0.331, -0.928], [-2.291, -0.304, 0.588], [-0.225, -0.334, 0.149], [-0.160, 0.345, 0.289], [0.373, -0.115, -0.140], [-0.009, 0.141, 0.126], [-0.279, 0.082, -0.232], [0.912, 1.335, 1.845], [0.065, -0.285, 0.230], [-0.352, 0.675, -0.249], [0.177, 0.228, 0.063], [-0.237, -0.301, -0.241], [-0.175, -0.793, 0.380], [-1.093, -0.239, -0.388], [-0.432, 0.121, -0.052], [0.783, 1.201, -1.017], [0.004, 0.100, 0.190], [-0.628, -0.654, -1.599], [0.512, -0.792, 0.232], [0.573, -1.767, -0.230], [-0.403, -0.320, 0.047], [-1.494, 1.431, -1.560], [0.458, -0.137, 0.529], [0.169, -0.017, -0.198], [-2.618, 0.195, 0.730], [0.497, -0.197, 0.710], [-0.191, -0.012, -0.073], [0.209, 0.030, 0.231], [-0.325, -0.290, 0.193], [2.053, -0.047, -2.193], [0.926, 1.231, 0.588], [-0.356, 1.613, 0.163], [0.107, -0.755, -1.130], [0.098, 1.921, 0.248], [0.538, -0.333, -0.582], [-0.135, -0.059, -0.192], [0.880, -0.971, -0.737], [-0.149, -0.123, -0.154], [-0.397, -0.129, 0.032], [0.957, -0.003, 1.027], [0.303, 0.377, -0.119], [0.091, -0.132, -0.602], [-0.188, -0.145, -0.101], [2.887, 3.059, 1.417], [-0.200, -0.185, 0.250], [-1.063, -0.221, -1.015], [0.892, 0.158, -0.299], [-1.742, -3.140, 0.072], [0.514, 0.909, 1.503], [0.219, -0.147, -0.226]]}